--- one ---
# C4H8Cl3N

An isolated molecule of C4H8Cl3N (the ωB97M-V functional and the def2-TZVPD basis, the OMol25 dataset).

## Properties
SMILES   C[C@@H](N)[C@H](Cl)C(Cl)Cl
Molecular weight   176.47 g/mol
Kohn-Sham gap   0.3889 hartree
HOMO level   -10.08 eV
Multiplicity   1

Last columns: bonded neighbours and bond lengths (Å).
Geometry (Å):
1 C -1.58153 -0.83087 0.36951  C2 1.517, H5 1.292, H6 1.254, H7 1.276
2 C -0.40106 -0.46303 -0.50887  C1 1.517, C3 1.342, H8 1.140, N13 1.499
3 C 0.89730 -0.47360 -0.17124  C2 1.342, C4 1.488, H11 1.131, Cl14 1.842
4 C 1.29405 0.75430 0.57070  C3 1.488, H12 1.125, Cl15 1.726, Cl16 1.815
5 H -0.99631 -1.16560 1.47184  C1 1.292
6 H -2.42814 0.04470 0.66688  C1 1.254
7 H -2.19877 -1.64586 -0.39460  C1 1.276
8 H -0.38187 -1.14006 -1.42645  C2 1.140
9 H -0.06120 1.54993 -1.72305  N13 1.169
10 H -0.93943 1.42393 -0.36171  N13 1.051
11 H 1.60871 -0.45687 -1.05009  C3 1.131
12 H 0.98111 1.74347 0.13674  C4 1.125
13 N -0.79646 0.80681 -1.20090  C2 1.499, H9 1.169, H10 1.051
14 Cl 1.48020 -1.99327 0.69018  C3 1.842
15 Cl 2.99933 0.97425 0.72061  C4 1.726
16 Cl 0.52407 0.87176 2.21045  C4 1.815

--- two ---
# C4H8Cl3N

An isolated molecule of C4H8Cl3N (the ωB97M-V functional and the def2-TZVPD basis, the OMol25 dataset).

## Properties
SMILES   C[C@@H](N)[C@H](Cl)C(Cl)Cl
Molecular weight   176.47 g/mol
Kohn-Sham gap   0.3854 hartree
HOMO level   -9.85 eV
Multiplicity   1

Last columns: bonded neighbours and bond lengths (Å).
Geometry (Å):
1 C 1.12582 -0.30542 -1.35101  C2 1.561, H5 1.048, H6 1.070, H7 1.115
2 C 0.89855 0.27891 0.07906  C1 1.561, C3 1.620, H8 1.083, N13 1.457
3 C -0.18527 -0.48655 1.00766  C2 1.620, C4 1.575, H11 1.057, Cl14 1.697
4 C -1.67605 -0.43822 0.50126  C3 1.575, H12 1.139, Cl15 1.773, Cl16 1.786
5 H 1.23465 -1.34036 -1.47555  C1 1.048
6 H 0.33080 0.03370 -1.98248  C1 1.070
7 H 2.08151 0.18270 -1.65450  C1 1.115
8 H 1.81845 0.11559 0.62701  C2 1.083
9 H 0.91277 2.30627 0.52047  N13 0.971
10 H -0.42922 1.93716 -0.10529  N13 1.083
11 H -0.09449 -0.05673 1.96868  C3 1.057
12 H -2.12059 0.60425 0.61302  C4 1.139
13 N 0.62305 1.68762 -0.16935  C2 1.457, H9 0.971, H10 1.083
14 Cl 0.31473 -2.10404 1.12918  C3 1.697
15 Cl -2.90990 -1.30949 1.42895  C4 1.773
16 Cl -1.92482 -1.10541 -1.13709  C4 1.786

What are the relative energies? In eV: one 2.647; two 0.000.